Entry 1:
Formula: C7H13N3
Source: OMol25
Level of theory: wB97M-V/def2-TZVPD

Each line ends with the natural charge from an NBO analysis.
Positions of all 23 atoms, in Å:
C -1.299 -0.394 0.718  -0.217
C -0.123 -1.075 0.016  -0.239
C 1.201 -0.804 0.746  -0.407
C 2.158 0.157 0.015  -0.396
C 2.473 -0.331 -1.410  -0.399
C 1.219 -0.888 -2.196  -0.403
C -0.142 -0.632 -1.460  -0.400
H -2.271 -0.584 0.161  0.189
H -1.503 -0.803 1.742  0.190
H -0.342 -2.131 -0.011  0.213
H 1.770 -1.765 0.850  0.200
H 1.040 -0.432 1.757  0.216
H 1.697 1.113 -0.015  0.203
H 3.163 0.328 0.477  0.209
H 3.243 -1.109 -1.293  0.193
H 2.942 0.442 -1.972  0.205
H 1.186 -0.493 -3.228  0.212
H 1.320 -1.993 -2.301  0.196
H -0.495 0.422 -1.519  0.212
H -0.913 -1.229 -1.942  0.206
N -3.035 1.905 1.919  -0.040
N -2.126 1.592 1.354  0.247
N -1.089 1.080 0.830  -0.390

charge: 0
2S+1: 1
DFT total energy: -438.7166 Ha
LUMO energy: 0.039 Ha
gap between HOMO and LUMO: 10.48 eV
maximum force: 3.10 eV/Å
energy above the lowest of the compared OMol25 structures with the same formula, charge and spin: 1.8449 eV



Entry 2:
Formula: C7H13N3
Source: OMol25
Level of theory: wB97M-V/def2-TZVPD

Each line ends with the natural charge from an NBO analysis.
Positions of all 23 atoms, in Å:
C -1.058 0.136 0.059  0.303
C -2.306 -0.039 0.090  0.314
C 1.312 -0.324 -0.003  0.470
C 2.398 2.177 -0.107  -0.658
C 2.080 -2.674 -0.011  -0.464
C -4.666 0.478 -0.181  -0.427
C 2.541 0.617 0.018  -0.472
N 0.167 0.510 0.063  -0.460
N 1.220 -1.580 0.234  -0.121
N -3.548 -0.349 0.120  -0.389
H 3.494 2.402 0.025  0.297
H 2.044 2.700 0.725  0.243
H 1.833 2.492 -1.042  0.243
H 1.359 -3.401 -0.247  0.289
H 2.510 -2.907 0.994  0.297
H 2.925 -2.325 -0.698  0.243
H -4.313 1.436 -0.019  0.241
H -5.205 0.104 -1.067  0.279
H -5.401 0.188 0.629  0.267
H 2.960 0.395 1.002  0.274
H 3.235 0.046 -0.657  0.273
H 0.283 1.453 0.192  0.459
H -3.861 -1.535 -0.121  0.500

charge: +2
2S+1: 1
DFT total energy: -437.9041 Ha
LUMO energy (spin up / spin down): -0.422 / -0.388 Ha
gap between HOMO and LUMO (spin up / spin down): 5.61 / 8.19 eV
maximum force: 6.26 eV/Å
energy above the lowest of the compared OMol25 structures with the same formula, charge and spin: 7.4106 eV



Entry 3:
Formula: C7H13N3O
Source: OMol25
Level of theory: wB97M-V/def2-TZVPD

Each line ends with the natural charge from an NBO analysis.
Positions of all 24 atoms, in Å:
C 1.095 -3.151 -0.805  0.408
C -0.275 -3.429 -0.265  -0.277
C -0.948 -4.515 -0.616  -0.318
C -0.810 0.942 0.097  -0.715
C -0.396 2.328 -0.278  0.686
C -0.482 3.770 1.669  -0.243
C -0.334 4.623 0.467  -0.252
H 1.310 -1.546 0.453  0.380
H 2.705 -1.979 -0.370  0.384
H 2.335 -3.365 -2.220  0.330
H -0.703 -2.737 0.485  0.196
H -1.875 -4.802 -0.112  0.199
H -0.555 -5.144 -1.401  0.223
H 0.016 0.254 -0.093  0.223
H -1.092 0.923 1.163  0.228
H -1.699 0.556 -0.445  0.254
H -1.184 4.029 2.462  0.209
H 0.411 3.212 1.971  0.198
H -0.956 5.511 0.344  0.211
H 0.658 4.653 0.009  0.227
N 1.814 -2.276 -0.022  -0.811
N 1.505 -3.785 -1.846  -0.714
N -1.068 3.369 0.389  -0.456
O 0.528 2.557 -1.036  -0.570

charge: 0
2S+1: 1
DFT total energy: -513.9659 Ha
SMILES: [H]/N=C(\N)C=C.CC(=O)N1CC1
LUMO energy: 0.025 Ha
gap between HOMO and LUMO: 9.86 eV
maximum force: 1.32 eV/Å
energy above the lowest of the compared OMol25 structures with the same formula, charge and spin: 2.6385 eV



Entry 4:
Formula: C7H13N3O5
Source: OMol25
Level of theory: wB97M-V/def2-TZVPD

Each line ends with the natural charge from an NBO analysis.
Positions of all 28 atoms, in Å:
C 1.223 -1.223 0.654  -0.136
C 0.230 -1.673 -0.435  0.675
C 2.244 -0.247 0.035  -0.518
C 1.934 1.251 0.121  0.680
C -1.721 -0.012 0.012  -0.192
C -3.204 -0.406 0.144  0.787
C -1.485 1.267 -0.820  -0.077
H 1.131 -2.719 2.021  0.368
H 1.881 -3.279 0.576  0.393
H 0.641 -0.704 1.451  0.215
H 3.201 -0.404 0.590  0.260
H 2.513 -0.486 -1.037  0.227
H 2.360 3.056 -0.611  0.408
H 3.107 1.787 -1.517  0.409
H -1.683 -1.901 -1.021  0.440
H -1.374 0.329 0.984  0.230
H -2.208 1.373 -1.646  0.200
H -0.461 1.205 -1.299  0.187
H -0.876 2.393 0.682  0.496
H -3.478 1.366 0.738  0.503
N 1.771 -2.482 1.234  -0.837
N 2.514 2.048 -0.764  -0.806
N -1.058 -1.237 -0.464  -0.642
O 0.723 -2.373 -1.327  -0.637
O 1.305 1.646 1.082  -0.668
O -3.637 -1.465 -0.183  -0.562
O -1.603 2.385 0.083  -0.741
O -3.993 0.506 0.716  -0.661

charge: 0
2S+1: 1
DFT total energy: -815.0367 Ha
SMILES: NC(=O)C[C@H](N)C(=O)N[C@@H](CO)C(=O)O
LUMO energy: 0.018 Ha
gap between HOMO and LUMO: 9.84 eV
maximum force: 2.81 eV/Å
energy above the lowest of the compared OMol25 structures with the same formula, charge and spin: 1.1281 eV



Entry 5:
Formula: C7H13N3S
Source: OMol25
Level of theory: wB97M-V/def2-TZVPD

Each line ends with the natural charge from an NBO analysis.
Positions of all 24 atoms, in Å:
C -2.077 1.867 0.656  0.029
C -0.114 0.243 -2.640  -0.572
C 1.936 1.386 -1.692  -0.620
C 0.230 -0.344 2.591  -0.654
C -1.244 -2.249 1.655  -0.681
C 1.113 0.133 -1.616  -0.112
C -0.450 -1.029 1.379  0.404
N -1.731 2.817 0.080  -0.418
N 0.478 0.186 -0.375  -0.005
N 0.057 -0.815 0.250  -0.193
S -2.556 0.550 1.527  -0.198
H 0.299 -0.152 -3.574  0.218
H -0.936 -0.274 -2.158  0.232
H -0.043 1.341 -2.746  0.235
H 2.746 1.355 -0.959  0.216
H 1.374 2.356 -1.558  0.239
H 2.345 1.604 -2.616  0.219
H -0.306 -0.458 3.599  0.247
H 0.352 0.668 2.186  0.254
H 1.117 -0.844 2.757  0.217
H -0.901 -3.090 0.932  0.243
H -2.307 -2.042 1.506  0.269
H -1.131 -2.495 2.728  0.233
H 1.752 -0.716 -1.913  0.199

charge: 0
2S+1: 1
DFT total energy: -836.8040 Ha
LUMO energy (spin up / spin down): -0.072 / -0.072 Ha
gap between HOMO and LUMO (spin up / spin down): 6.15 / 6.15 eV
maximum force: 6.31 eV/Å
energy above the lowest of the compared OMol25 structures with the same formula, charge and spin: 5.3256 eV